No. 1
{"formula": "C47H62BrClIMoN2O4", "method": "wB97M-V/def2-TZVPD", "species": ["Mo", "C", "N", "C", "C", "C", "N", "C", "C", "C", "C", "C", "C", "C", "O", "C", "C", "C", "C", "C", "C", "C", "C", "C", "C", "C", "C", "C", "C", "C", "O", "C", "C", "C", "C", "C", "C", "C", "C", "H", "H", "H", "H", "H", "H", "H", "H", "H", "H", "H", "H", "H", "H", "H", "H", "H", "H", "H", "H", "H", "H", "H", "H", "H", "H", "H", "H", "H", "H", "H", "H", "H", "H", "H", "H", "H", "H", "H", "H", "H", "H", "H", "H", "H", "H", "H", "H", "H", "H", "H", "H", "H", "H", "Cl", "C", "C", "C", "C", "O", "C", "C", "O", "C", "H", "H", "H", "H", "Br", "C", "C", "C", "C", "C", "C", "I", "H", "H", "H", "H"], "positions_angstrom": [[-1.8124, -0.2591, 0.7465], [-3.4239, -1.9765, 3.0430], [-2.0208, -1.5583, 2.8151], [-1.1552, -2.7569, 2.8195], [-1.6237, -0.6714, 3.9442], [-1.5980, 0.7802, 3.5278], [-0.7579, 0.9433, 2.3162], [-0.8308, 2.3682, 1.8749], [-0.2351, 2.6476, 0.5287], [0.8646, 3.4750, 0.3949], [1.2766, 3.9196, -0.8561], [0.4628, 3.6002, -1.9373], [-0.6677, 2.7801, -1.8506], [-0.9345, 2.2279, -0.5977], [-1.9225, 1.2895, -0.4316], [-1.5709, 2.5519, -3.0737], [-1.5001, 1.0926, -3.5326], [-3.0214, 2.9260, -2.7275], [-1.1466, 3.4254, -4.2557], [2.5376, 4.7715, -0.9860], [2.8804, 5.0731, -2.4453], [3.7135, 4.0075, -0.3644], [2.3363, 6.1004, -0.2452], [0.6585, 0.6177, 2.6524], [1.6368, 0.2631, 1.5632], [2.9754, 0.5627, 1.7851], [3.9609, 0.0652, 0.9453], [3.5538, -0.7429, -0.1190], [2.2263, -1.0547, -0.3937], [1.2797, -0.5192, 0.4825], [-0.0620, -0.7600, 0.2959], [1.8500, -1.9896, -1.5476], [1.1992, -3.2606, -0.9742], [0.8928, -1.2853, -2.5157], [3.0840, -2.4132, -2.3459], [5.4510, 0.3340, 1.1635], [6.1723, -1.0016, 1.3914], [6.0400, 1.0193, -0.0766], [5.6984, 1.2332, 2.3735], [-3.4846, -2.5749, 3.9573], [-4.0571, -1.1022, 3.1447], [-3.7748, -2.5705, 2.2034], [-1.1155, -3.1976, 3.8202], [-1.5547, -3.4909, 2.1300], [-0.1464, -2.4877, 2.5026], [-2.3225, -0.7934, 4.7751], [-0.6570, -0.9947, 4.3189], [-2.6051, 1.1117, 3.2698], [-1.2365, 1.4136, 4.3451], [-1.8912, 2.6293, 1.8597], [-0.3399, 2.9876, 2.6314], [1.3978, 3.7807, 1.2897], [0.7091, 4.0177, -2.9011], [-1.7805, 0.4126, -2.7328], [-2.1678, 0.9368, -4.3847], [-0.4885, 0.8349, -3.8474], [-3.4281, 2.3034, -1.9327], [-3.0836, 3.9684, -2.4072], [-3.6504, 2.8109, -3.6138], [-0.1524, 3.1651, -4.6243], [-1.8492, 3.2742, -5.0766], [-1.1565, 4.4876, -4.0023], [2.9879, 4.1585, -3.0329], [2.1237, 5.7007, -2.9209], [3.8274, 5.6126, -2.4909], [3.8374, 3.0375, -0.8512], [4.6407, 4.5732, -0.4823], [3.5647, 3.8302, 0.7034], [1.4691, 6.6354, -0.6368], [2.1829, 5.9432, 0.8245], [3.2137, 6.7397, -0.3656], [1.0499, 1.4677, 3.2200], [0.6512, -0.2310, 3.3296], [3.2364, 1.1708, 2.6422], [4.3166, -1.1440, -0.7720], [0.2978, -3.0293, -0.4052], [0.9156, -3.9369, -1.7847], [1.9004, -3.7867, -0.3216], [-0.0878, -1.1243, -2.0789], [1.2994, -0.3165, -2.8133], [0.7654, -1.8907, -3.4167], [3.7899, -2.9891, -1.7438], [2.7644, -3.0490, -3.1725], [3.6096, -1.5549, -2.7703], [6.0861, -1.6606, 0.5263], [7.2347, -0.8258, 1.5716], [5.7616, -1.5245, 2.2578], [5.9190, 0.4084, -0.9726], [5.5594, 1.9820, -0.2553], [7.1083, 1.1944, 0.0658], [5.3443, 0.7762, 3.3004], [6.7700, 1.4067, 2.4821], [5.2177, 2.2079, 2.2590], [-8.6324, 0.1886, -1.9770], [-7.1616, 0.1148, -1.0705], [-7.1545, 0.4940, 0.2698], [-5.9937, 0.4614, 1.0177], [-4.8016, 0.0383, 0.4336], [-3.6863, 0.0552, 1.1652], [-4.8192, -0.3712, -0.9073], [-3.6484, -0.9317, -1.5506], [-2.5679, -1.2007, -1.0013], [-5.9973, -0.3189, -1.6594], [-8.0800, 0.8232, 0.7247], [-5.9920, 0.7763, 2.0519], [-3.7428, -1.1932, -2.6141], [-5.9929, -0.6317, -2.6964], [-5.2339, -6.8157, -0.2754], [-3.4519, -7.0736, 0.2747], [-3.0692, -8.3560, 0.6456], [-1.7721, -8.6017, 1.0660], [-0.8480, -7.5690, 1.1156], [-1.2255, -6.2876, 0.7428], [-2.5289, -6.0385, 0.3254], [-2.9736, -4.0928, -0.2347], [-3.7941, -9.1565, 0.5998], [-1.4866, -9.6050, 1.3520], [0.1681, -7.7573, 1.4355], [-0.5037, -5.4809, 0.7588]], "forces_ev_per_angstrom": [[1.37, 0.77, 0.15], [0.02, -0.19, 0.05], [-0.14, 0.14, -0.26], [0.13, 0.02, 0.04], [-0.14, 0.00, 0.12], [0.04, -0.04, -0.04], [-0.19, 0.20, -0.20], [-0.01, -0.12, 0.05], [-0.01, 0.27, 0.17], [0.06, -0.02, 0.04], [-0.05, 0.03, 0.02], [-0.05, -0.03, 0.00], [0.14, 0.04, -0.24], [-0.35, -0.35, -0.05], [0.20, -0.17, 0.17], [0.06, -0.01, 0.09], [-0.02, -0.02, 0.00], [0.01, 0.03, 0.01], [0.00, 0.05, -0.05], [-0.03, 0.01, 0.00], [-0.01, 0.01, -0.03], [0.01, -0.03, -0.02], [0.01, 0.01, 0.02], [0.00, 0.00, -0.04], [0.10, 0.16, 0.18], [0.05, -0.02, -0.08], [0.00, 0.02, 0.02], [0.00, 0.07, -0.09], [0.30, -0.13, -0.03], [-0.86, -0.06, 0.05], [0.49, -0.49, -0.31], [0.00, 0.02, 0.11], [-0.05, 0.02, -0.01], [0.00, 0.01, -0.04], [0.02, -0.06, -0.05], [-0.06, -0.01, -0.04], [0.01, -0.02, 0.03], [0.01, 0.01, -0.02], [0.02, 0.03, 0.03], [0.03, -0.03, -0.01], [0.00, 0.04, 0.01], [-0.01, -0.01, -0.01], [-0.03, 0.00, 0.00], [0.00, -0.05, -0.07], [-0.01, 0.00, 0.02], [-0.01, -0.02, -0.02], [0.01, 0.00, 0.03], [0.00, 0.02, -0.01], [0.07, -0.02, 0.00], [-0.03, 0.01, -0.02], [-0.01, 0.00, 0.03], [-0.01, 0.01, -0.02], [0.02, -0.04, 0.03], [0.02, -0.01, 0.01], [0.00, 0.00, 0.02], [0.01, 0.01, -0.02], [0.01, -0.03, 0.02], [0.01, -0.01, -0.01], [0.01, -0.01, 0.02], [-0.02, 0.00, 0.00], [0.01, -0.01, 0.00], [-0.01, -0.02, -0.01], [0.02, 0.01, 0.02], [0.00, -0.01, 0.01], [-0.01, 0.00, 0.00], [-0.04, 0.04, 0.00], [-0.01, 0.01, 0.00], [-0.01, -0.02, -0.02], [0.01, 0.00, 0.00], [-0.01, 0.00, -0.02], [0.00, -0.02, 0.01], [0.03, -0.03, 0.03], [-0.01, -0.01, 0.02], [0.00, 0.01, -0.01], [-0.02, 0.03, 0.07], [0.01, 0.01, -0.02], [0.03, 0.02, 0.00], [0.00, 0.00, -0.01], [-0.04, 0.03, 0.07], [0.01, 0.00, -0.02], [0.00, 0.01, 0.02], [-0.02, 0.02, 0.01], [0.01, 0.00, 0.00], [-0.03, -0.02, -0.02], [-0.01, 0.01, 0.01], [-0.01, 0.00, -0.01], [0.00, 0.01, -0.01], [0.00, 0.00, 0.01], [0.05, -0.04, 0.02], [-0.01, -0.01, 0.00], [0.00, 0.00, -0.01], [-0.01, 0.00, 0.00], [0.00, -0.02, -0.01], [0.04, -0.01, 0.02], [0.14, -0.09, -0.22], [-0.04, 0.08, 0.27], [-0.24, 0.01, -0.16], [0.51, 0.13, 0.61], [-1.25, 0.24, 0.11], [0.80, -0.31, -0.52], [-0.51, 0.02, 0.18], [-0.19, 0.06, -0.07], [-0.37, 0.07, -0.06], [0.02, 0.01, -0.01], [0.01, 0.00, 0.00], [-0.01, -0.03, 0.14], [0.01, 0.00, 0.01], [-0.06, 0.07, -0.04], [0.03, -0.08, 0.08], [0.07, -0.02, 0.02], [-0.05, -0.01, 0.00], [-0.01, 0.09, -0.02], [0.01, -0.16, 0.02], [0.11, -0.07, 0.06], [-0.08, -0.01, -0.32], [0.00, 0.00, 0.01], [0.00, 0.01, -0.01], [-0.01, 0.00, 0.00], [0.00, 0.00, 0.00]], "charge": 1, "de_lowest_kcal_mol": 18.0, "max_force_ha_per_bohr": 0.0307, "total_energy_ha": -5638.62625, "multiplicity": 3, "e_homo_ev": [-10.342, -10.406]}


No. 2
{"formula": "C47H64BClF4O9P2S3", "method": "wB97M-V/def2-TZVPD", "species": ["C", "C", "P", "C", "C", "C", "B", "O", "O", "C", "C", "S", "P", "O", "Cl", "O", "C", "C", "O", "C", "C", "C", "C", "C", "C", "C", "S", "C", "C", "O", "O", "C", "C", "C", "O", "C", "O", "C", "S", "H", "H", "H", "H", "H", "H", "H", "H", "H", "H", "H", "H", "H", "H", "H", "H", "H", "H", "H", "H", "H", "H", "H", "H", "H", "H", "H", "H", "H", "H", "H", "H", "H", "H", "H", "H", "H", "H", "H", "H", "H", "H", "H", "H", "F", "C", "C", "C", "C", "C", "C", "H", "H", "H", "H", "H", "F", "C", "C", "C", "C", "C", "C", "H", "H", "H", "H", "H", "F", "C", "C", "C", "C", "C", "C", "H", "H", "H", "H", "H", "F", "C", "C", "C", "C", "C", "C", "H", "H", "H", "H", "H"], "positions_angstrom": [[5.5033, 2.6176, -1.1214], [4.6353, 2.1477, 0.0508], [3.0643, 3.1238, 0.1189], [3.0358, 4.1904, 1.6396], [4.3475, 4.2243, 2.4350], [1.4313, 2.1346, -0.0395], [0.6083, 2.8017, -1.2821], [1.0375, 3.9857, -1.8269], [-0.4901, 2.1606, -1.7836], [-1.7351, 2.8025, -1.9936], [0.4514, 2.3679, 1.1578], [-0.3714, 3.9941, 1.1191], [0.9055, 1.6787, 2.9366], [2.5015, 1.9931, 3.1686], [0.1198, 3.1420, 4.1659], [-0.6222, 1.4669, 0.8986], [-0.0384, 0.2096, 0.4850], [-1.0907, -0.4843, -0.3750], [-0.7735, -1.8585, -0.4875], [-1.5578, -2.6900, 0.3421], [1.3919, 0.5423, -0.0819], [2.5229, -0.1693, 0.7136], [2.1804, -1.4776, 1.4239], [3.4410, -2.1067, 2.0515], [3.9483, -3.3026, 1.2333], [3.2014, -2.5021, 3.5092], [1.4408, -0.1779, -1.7768], [2.8339, 0.7184, -2.4948], [3.1285, 0.1487, -3.8646], [2.7899, 0.6539, -4.8873], [3.8526, -0.9983, -3.8257], [4.9412, -1.0634, -4.7527], [4.7189, -2.1078, -5.8536], [4.8436, -1.5739, -7.2805], [5.6806, -3.1866, -5.7409], [5.6280, -3.9262, -4.6228], [4.7052, -3.9160, -3.8655], [6.8956, -4.7230, -4.4357], [6.6138, -6.3683, -3.7482], [4.9509, 2.5735, -2.0621], [5.7944, 3.6614, -0.9923], [6.3959, 1.9929, -1.2102], [4.4804, 1.0756, -0.0030], [5.1944, 2.3152, 0.9740], [2.8379, 5.1977, 1.2652], [2.2192, 3.9631, 2.3250], [4.1828, 4.7231, 3.3922], [5.1176, 4.7835, 1.8987], [4.7334, 3.2245, 2.6269], [0.3248, 4.5198, -2.1965], [-2.0778, 2.6115, -3.0118], [-1.6805, 3.8851, -1.8362], [-2.4608, 2.3953, -1.2860], [0.6280, 4.7023, 0.5806], [2.6832, 2.4001, 4.0256], [0.0488, -0.3953, 1.3859], [-2.0456, -0.3395, 0.1457], [-1.1774, -0.0503, -1.3684], [-1.2101, -3.7140, 0.2129], [-2.6161, -2.6389, 0.0614], [-1.4555, -2.4094, 1.3985], [3.2852, -0.4289, -0.0260], [3.0057, 0.5158, 1.4111], [1.7143, -2.1740, 0.7196], [1.4720, -1.2823, 2.2333], [4.2416, -1.3566, 2.0521], [3.4667, -4.2311, 1.5518], [3.7402, -3.1673, 0.1680], [5.0294, -3.4230, 1.3313], [3.1566, -1.6261, 4.1612], [2.2667, -3.0607, 3.6136], [4.0079, -3.1420, 3.8778], [3.7252, 0.5965, -1.8795], [2.6070, 1.7778, -2.6344], [5.0748, -0.0819, -5.2095], [5.8383, -1.2999, -4.1764], [3.7173, -2.5114, -5.7063], [4.0102, -1.9139, -7.8941], [5.7714, -1.9196, -7.7357], [4.8279, -0.4841, -7.2967], [7.5497, -4.1317, -3.7891], [7.3968, -4.8468, -5.3938], [5.7087, -5.9633, -2.8476], [-4.8474, -4.5236, 1.7380], [-5.6087, -3.4428, 1.4618], [-6.3478, -2.8712, 2.4778], [-7.1199, -1.7548, 2.1860], [-7.1449, -1.2359, 0.8979], [-6.3906, -1.8317, -0.1037], [-5.6115, -2.9466, 0.1742], [-6.3133, -3.2947, 3.4727], [-7.6997, -1.2870, 2.9679], [-7.7480, -0.3650, 0.6784], [-6.4037, -1.4291, -1.1082], [-5.0117, -3.4226, -0.5900], [-4.9724, 8.9083, 0.5970], [-4.6129, 7.9245, 1.4483], [-5.4479, 7.6238, 2.5054], [-5.0713, 6.6092, 3.3745], [-3.8808, 5.9223, 3.1801], [-3.0609, 6.2486, 2.1084], [-3.4246, 7.2576, 1.2278], [-6.3682, 8.1760, 2.6370], [-5.7147, 6.3557, 4.2067], [-3.5910, 5.1322, 3.8601], [-2.1356, 5.7077, 1.9588], [-2.8069, 7.5286, 0.3822], [-8.2689, 0.2067, 4.4656], [-7.9809, -0.3721, 5.6539], [-8.9933, -1.0031, 6.3468], [-8.6831, -1.6013, 7.5601], [-7.3870, -1.5581, 8.0551], [-6.3911, -0.9149, 7.3327], [-6.6818, -0.3140, 6.1159], [-9.9952, -1.0204, 5.9403], [-9.4607, -2.1047, 8.1193], [-7.1533, -2.0259, 9.0018], [-5.3798, -0.8788, 7.7158], [-5.9242, 0.1877, 5.5296], [-2.8939, -4.1224, -5.0054], [-1.5452, -4.0749, -4.9100], [-0.9746, -3.2326, -3.9779], [0.4095, -3.1913, -3.8886], [1.1951, -3.9840, -4.7134], [0.5897, -4.8215, -5.6413], [-0.7938, -4.8736, -5.7483], [-1.5985, -2.6236, -3.3373], [0.8628, -2.5358, -3.1588], [2.2717, -3.9586, -4.6156], [1.1964, -5.4449, -6.2860], [-1.2879, -5.5217, -6.4592]], "forces_ev_per_angstrom": [[-0.24, 0.06, -0.06], [0.23, -0.19, 0.49], [-0.05, 0.74, -1.43], [0.04, 0.04, 0.48], [-0.09, 0.07, -0.18], [0.25, -0.55, 0.57], [-0.03, -0.11, -0.34], [-0.09, 0.33, 0.55], [-0.21, 0.09, 0.49], [0.01, 0.02, -0.24], [-0.12, -0.12, -0.04], [-0.07, 0.07, -0.05], [0.12, -0.11, -0.16], [-0.08, -0.36, 0.22], [-0.09, 0.02, 0.07], [0.23, -0.07, 0.08], [-0.36, 0.53, 0.16], [-0.05, -0.01, 0.15], [-0.04, -0.05, -0.22], [0.00, 0.00, 0.10], [-0.13, -0.21, -0.20], [-0.01, -0.08, -0.25], [0.07, 0.22, 0.30], [0.15, -0.16, -0.07], [0.01, 0.13, -0.16], [0.13, -0.09, 0.03], [-0.02, 0.04, -0.15], [0.01, -0.14, -0.02], [0.05, -0.37, 0.32], [-0.08, 0.53, -0.66], [0.42, 0.23, 0.59], [0.02, -0.05, -0.37], [-0.38, -0.04, -0.16], [-0.03, 0.06, 0.02], [0.29, 0.25, 0.06], [0.24, -0.11, -0.49], [-0.46, 0.02, 0.54], [0.07, -0.01, -0.13], [-0.03, 0.00, 0.03], [0.04, -0.03, 0.01], [0.08, -0.07, 0.02], [0.03, 0.10, 0.03], [-0.03, 0.06, 0.00], [-0.06, -0.12, 0.00], [0.03, -0.02, -0.03], [0.14, 0.06, -0.31], [0.06, 0.03, -0.02], [0.01, -0.07, 0.03], [-0.06, 0.05, 0.15], [0.08, -0.24, -0.36], [0.03, -0.01, 0.03], [-0.01, -0.05, 0.00], [0.04, 0.05, 0.00], [0.11, -0.06, 0.04], [0.01, -0.03, -0.05], [0.19, -0.07, -0.08], [0.02, -0.04, -0.05], [0.12, 0.01, 0.02], [0.04, 0.05, -0.01], [0.03, 0.02, 0.06], [-0.04, -0.04, -0.03], [0.08, 0.04, 0.15], [-0.14, 0.01, 0.15], [-0.09, 0.04, 0.08], [-0.03, -0.07, -0.06], [-0.10, 0.05, -0.05], [-0.02, 0.04, -0.05], [0.02, 0.00, 0.03], [-0.06, -0.10, 0.13], [-0.12, -0.01, -0.05], [0.03, 0.01, -0.02], [-0.01, 0.05, -0.01], [-0.05, 0.00, -0.03], [-0.01, -0.04, 0.06], [-0.03, -0.03, 0.06], [-0.09, -0.07, 0.03], [0.05, -0.08, 0.11], [0.08, -0.07, -0.01], [0.00, 0.05, 0.03], [0.00, -0.05, 0.00], [-0.03, -0.05, -0.02], [0.00, 0.01, 0.03], [-0.01, -0.01, 0.03], [0.00, 0.00, 0.00], [0.01, 0.03, 0.00], [-0.01, 0.00, 0.03], [0.02, -0.05, -0.05], [0.02, 0.01, 0.00], [-0.01, 0.01, 0.05], [0.04, 0.02, -0.09], [0.01, 0.00, 0.00], [0.00, -0.03, -0.05], [0.00, 0.00, 0.00], [0.00, -0.01, 0.00], [-0.02, -0.04, 0.01], [0.00, 0.00, 0.00], [0.00, 0.00, 0.00], [-0.01, 0.00, 0.01], [0.01, 0.00, -0.01], [-0.01, 0.00, 0.00], [-0.02, 0.00, 0.03], [0.02, -0.01, -0.01], [0.00, 0.00, -0.01], [0.00, 0.01, 0.00], [0.00, 0.00, 0.00], [-0.08, 0.08, 0.02], [0.00, 0.02, 0.00], [-0.07, 0.10, 0.09], [0.03, 0.00, -0.01], [-0.01, -0.01, 0.01], [0.01, 0.00, 0.00], [0.00, 0.00, 0.00], [-0.01, 0.00, 0.01], [0.02, -0.01, 0.00], [0.01, 0.00, -0.01], [0.00, 0.01, 0.00], [0.00, 0.00, 0.00], [0.00, -0.01, 0.00], [-0.01, 0.01, -0.01], [0.00, 0.00, 0.00], [0.00, 0.01, 0.00], [-0.02, 0.03, -0.02], [-0.04, 0.02, 0.04], [-0.02, -0.03, -0.01], [0.01, 0.01, 0.00], [0.01, -0.02, -0.01], [0.00, -0.01, 0.01], [0.07, -0.02, 0.05], [0.03, -0.01, 0.02], [-0.01, -0.01, 0.01], [-0.01, 0.01, 0.00]], "max_force_ha_per_bohr": 0.0314, "total_energy_ha": -5268.30123, "e_homo_ev": -7.540}


- Number 1 is which compound?
  C47H62BrClIMoN2O4